## one
DFT (wB97M-V/def2-TZVPD) results for 9 unconnected molecules or ions with the total composition C36H72O9.

Geometry (Å):
C -2.87478 3.60055 2.07824
C -3.17041 2.37026 2.91661
C -3.15714 1.27522 1.84131
O -3.74760 1.88671 0.68659
C -3.80607 3.28043 0.91340
H -1.84139 3.62925 1.72667
H -3.15687 4.55691 2.51300
H -4.17755 2.41528 3.34165
H -2.50344 2.16640 3.75628
H -3.73024 0.41631 2.18217
H -2.11155 1.04950 1.61230
H -4.82630 3.56796 1.21960
H -3.66743 3.87214 0.00668
C -0.49586 -1.58548 -1.07614
C -0.23758 -0.20011 -0.45324
C 0.35737 -0.55062 0.92260
O 0.68106 -1.94575 0.92702
C 0.51814 -2.48480 -0.37900
H -0.34565 -1.60948 -2.15561
H -1.51091 -1.90002 -0.82650
H -1.20223 0.29732 -0.36805
H 0.50088 0.36998 -1.01220
H -0.35938 -0.36428 1.72242
H 1.30409 -0.02251 1.04681
H 0.13837 -3.50596 -0.34723
H 1.48814 -2.44424 -0.88983
C -3.05279 -4.96411 0.37162
C -2.25720 -6.24471 0.63581
C -2.27559 -6.30536 2.15647
O -2.05079 -4.95028 2.53358
C -2.84449 -4.12716 1.67226
H -4.12137 -5.09421 0.20799
H -2.65629 -4.39285 -0.47169
H -1.24515 -6.11854 0.25101
H -2.71348 -7.05026 0.05906
H -1.46924 -6.91819 2.54884
H -3.26159 -6.60226 2.53212
H -2.27784 -3.21216 1.51607
H -3.81568 -3.95925 2.14792
C 3.62143 3.95421 0.47330
C 2.35600 4.77866 0.06556
C 1.27935 3.67378 -0.19725
O 1.86334 2.44570 0.22697
C 3.25583 2.57300 -0.04475
H 3.71800 3.91974 1.55310
H 4.46905 4.36957 -0.06714
H 2.48048 5.34014 -0.85435
H 2.03575 5.35639 0.92697
H 0.99353 3.61929 -1.24976
H 0.41601 3.84893 0.44441
H 3.51489 2.42963 -1.10323
H 3.69440 1.71942 0.47969
C 4.95098 -1.91387 1.30453
C 3.68515 -2.27632 2.09842
C 3.63188 -3.79583 1.94864
O 4.97304 -4.22367 1.81895
C 5.65754 -3.25692 1.04131
H 5.60143 -1.23913 1.86482
H 4.72839 -1.36327 0.38806
H 2.80541 -1.79804 1.67241
H 3.76711 -1.98038 3.14503
H 3.06107 -4.01628 1.03039
H 3.17178 -4.36149 2.75527
H 5.65308 -3.52796 -0.01969
H 6.68600 -3.23537 1.40158
C -0.99906 4.20925 -3.72089
C -1.53539 3.46480 -2.51353
C -3.01545 3.34754 -2.80920
O -3.32834 4.61371 -3.38959
C -2.19571 5.11797 -4.06721
H -0.84042 3.48640 -4.52059
H -0.09171 4.78174 -3.53700
H -1.43661 3.96818 -1.54642
H -1.05408 2.50077 -2.31384
H -3.50357 3.19958 -1.84842
H -3.31087 2.55006 -3.49796
H -2.03523 6.16526 -3.80263
H -2.34043 5.09830 -5.15586
C 3.59816 -0.19949 -3.50509
C 3.75642 -0.71601 -4.93073
C 4.98025 -1.62730 -4.79316
O 4.92709 -2.18730 -3.49705
C 4.06284 -1.40688 -2.66454
H 2.58071 0.05704 -3.21145
H 4.24988 0.65977 -3.34427
H 4.00430 0.07890 -5.63612
H 2.86100 -1.22537 -5.28422
H 5.89212 -1.02916 -4.91257
H 4.98013 -2.40078 -5.56273
H 4.66340 -1.10715 -1.80282
H 3.21593 -2.02116 -2.35066
C 2.29487 0.85916 3.98206
C 2.06806 0.63043 5.48033
C 1.37328 1.91933 5.87697
O 0.52790 2.20398 4.78054
C 1.24338 1.88969 3.57575
H 2.24480 -0.08212 3.43640
H 3.27973 1.28541 3.77428
H 3.01144 0.48185 6.00576
H 1.42597 -0.23623 5.62319
H 2.06780 2.74096 6.10246
H 0.72057 1.83642 6.74872
H 1.66691 2.80610 3.15118
H 0.48384 1.54317 2.87521
C -5.72820 -2.16327 -1.80939
C -4.75002 -1.28545 -0.99371
C -4.24710 -0.26798 -2.02392
O -4.59767 -0.73358 -3.31654
C -5.81078 -1.46837 -3.16360
H -6.72304 -2.26499 -1.37343
H -5.31924 -3.16682 -1.92148
H -3.92810 -1.93255 -0.68189
H -5.15025 -0.82484 -0.09315
H -3.16756 -0.18249 -1.85957
H -4.63147 0.75325 -1.92685
H -5.87490 -2.18281 -3.98297
H -6.66066 -0.77851 -3.21765

- Net charge: 0
- SMILES: C1CCOC1.C1CCOC1.C1CCOC1.C1CCOC1.C1CCOC1.C1CCOC1.C1CCOC1.C1CCOC1.C1CCOC1
- Orbital gap: 9.851 eV

***

## two
DFT (wB97M-V/def2-TZVPD) results for 9 unconnected molecules or ions with the total composition C36H72O9.

Geometry (Å):
C -3.79279 3.09486 0.39404
C -4.46779 3.25586 -0.86696
C -3.42279 4.13286 -1.81796
O -2.68079 4.76186 -0.84096
C -2.47279 3.91486 0.24104
H -3.72479 1.91386 0.81304
H -4.45779 3.43586 1.27904
H -5.37879 3.70086 -0.92196
H -4.77979 2.32386 -1.29996
H -3.77479 4.83386 -2.35196
H -2.74179 3.54086 -2.45596
H -2.46079 4.57086 1.11004
H -1.60979 3.19886 0.15604
C 6.49421 2.62686 0.28904
C 6.91821 1.13886 0.54204
C 5.49021 0.58986 0.49904
O 4.47421 1.56986 0.09404
C 4.98821 2.84886 0.52904
H 6.91221 2.78386 -0.81496
H 7.20621 3.09986 0.89704
H 7.39721 0.88086 1.47304
H 7.61021 0.91086 -0.39296
H 5.15221 0.41986 1.43304
H 5.52421 -0.12114 -0.26196
H 4.66021 3.10686 1.56704
H 4.48221 3.67786 -0.12296
C -1.28279 -6.14214 -0.88796
C -0.76879 -4.93114 -1.60396
C 0.68721 -4.79914 -0.96396
O 0.64321 -5.56114 0.23904
C -0.67579 -6.09614 0.52004
H -0.90779 -6.87614 -1.53996
H -2.27379 -6.05614 -0.75996
H -1.25779 -4.02814 -1.43996
H -0.71079 -4.93114 -2.59696
H 1.00721 -3.95114 -0.76996
H 1.45221 -5.27314 -1.53496
H -1.14479 -5.63114 1.30504
H -0.35979 -7.02114 0.90104
C 2.68521 -0.24814 4.16804
C 3.50021 1.02286 4.11404
C 2.95821 1.91586 5.20404
O 2.10621 1.11686 5.98204
C 1.50221 0.09386 5.12804
H 3.41321 -0.99914 4.35204
H 2.30121 -0.43014 3.24704
H 3.56321 1.45886 3.16904
H 4.57221 0.71786 4.19804
H 2.35221 2.76386 4.83404
H 3.65921 2.48286 5.71004
H 0.56921 0.34186 4.55504
H 1.17521 -0.63214 5.61704
C -4.40179 -0.10414 4.12904
C -2.89879 0.13086 3.87004
C -2.34479 -1.21114 3.73904
O -3.37179 -2.21014 4.39404
C -4.57479 -1.60614 4.04004
H -5.17679 0.53886 3.70204
H -4.54479 0.33886 5.19104
H -2.35479 0.78186 4.73504
H -2.76179 0.73586 2.94204
H -1.30979 -1.52714 4.05104
H -2.41379 -1.63414 2.67004
H -5.09079 -1.94314 4.95804
H -5.17079 -1.95014 3.17704
C 4.91921 -2.16814 -2.90896
C 3.55321 -1.66414 -2.38896
C 2.74221 -1.33714 -3.61696
O 3.56421 -1.65914 -4.70096
C 4.40321 -2.72914 -4.26896
H 5.39921 -2.98114 -2.31396
H 5.63821 -1.38414 -3.14496
H 3.63121 -0.87614 -1.58696
H 2.98821 -2.29314 -1.80596
H 2.38521 -0.40514 -3.65296
H 1.78821 -1.72514 -3.74996
H 5.41121 -2.58114 -4.86696
H 3.91621 -3.74814 -4.28796
C -5.57979 -1.99514 -1.34696
C -5.46879 -2.02214 0.20404
C -3.98279 -2.46514 0.43004
O -3.57279 -2.92714 -0.87196
C -4.56979 -2.93514 -1.83296
H -5.35079 -0.97414 -1.79296
H -6.63479 -2.16514 -1.63296
H -6.18279 -2.79914 0.50804
H -5.68379 -1.03014 0.70804
H -3.92279 -3.30614 1.22704
H -3.36779 -1.49914 0.62604
H -4.96079 -3.84814 -1.75996
H -4.32779 -2.67814 -2.98496
C 0.88321 -0.07014 0.31604
C 0.00221 -0.68914 -0.75896
C -1.22579 0.26286 -0.58096
O -1.18279 0.57186 0.67404
C 0.10721 1.01386 0.88804
H 1.71521 0.44186 -0.16896
H 1.17221 -0.91014 1.07004
H -0.41679 -1.64614 -0.73396
H 0.37921 -0.72914 -1.83296
H -2.08279 -0.35914 -0.69796
H -0.91779 1.07386 -1.39396
H 0.39821 1.03186 1.92904
H 0.47421 2.03586 0.27904
C 0.50621 5.21286 -3.44096
C -0.54379 4.90486 -4.60196
C -0.55579 3.28586 -4.45696
O 0.54721 3.05986 -3.62296
C 0.72821 3.99786 -2.61196
H -0.03079 5.90386 -2.70996
H 1.53821 5.44486 -3.78896
H -0.14979 5.06286 -5.72596
H -1.48679 5.25486 -4.49396
H -0.51079 2.81986 -5.49196
H -1.52879 2.86786 -4.10296
H 1.61521 3.65986 -2.09396
H -0.06379 3.83286 -1.94496

- Net charge: 0
- SMILES: C1CCOC1.C1CCOC1.C1CCOC1.C1CCOC1.C1CCOC1.C1CCOC1.C1CCOC1.C1CCOC1.C1CCOC1
- Orbital gap: 9.779 eV

***

## three
DFT (wB97M-V/def2-TZVPD) results for a molecular structure, C36H72O9.

Geometry (Å):
C 10.80683 3.36014 51.90793
C 11.42887 2.35616 52.82662
C 10.22285 1.55473 53.34397
O 9.12026 2.49563 53.37555
C 9.53262 3.63666 52.63910
H 10.60263 2.87099 50.95550
H 11.40008 4.26105 51.75138
H 11.76810 2.88700 53.71614
H 12.21988 1.75660 52.37615
H 10.31897 1.10253 54.33108
H 9.93373 0.82026 52.59225
H 9.86980 4.47115 53.25395
H 8.69553 4.01293 52.05104
C 9.60602 4.01958 57.82696
C 9.31639 2.90197 56.79774
C 10.68915 2.81661 55.98913
O 11.31483 4.01458 56.42443
C 10.54098 4.96455 57.10487
H 10.07523 3.59237 58.71320
H 8.73730 4.65282 58.00703
H 8.50358 3.24852 56.15950
H 8.90883 1.94700 57.12944
H 10.71992 2.82300 54.89959
H 11.19116 1.86543 56.16620
H 9.90249 5.55585 56.44852
H 11.05738 5.68889 57.73476
C 11.40486 -4.84909 57.43936
C 11.33625 -4.00592 56.14690
C 12.08433 -2.74720 56.59150
O 11.34501 -2.55069 57.82318
C 11.32259 -3.78528 58.54317
H 12.25774 -5.52659 57.48060
H 10.57519 -5.55593 57.45107
H 10.35890 -3.68580 55.78578
H 11.78543 -4.53095 55.30388
H 11.89001 -1.87101 55.97294
H 13.15868 -2.78779 56.77099
H 10.50416 -3.96990 59.23899
H 12.25520 -3.77171 59.10721
C 18.36218 -0.51882 53.84755
C 17.54245 -1.83211 53.65376
C 16.13620 -1.33155 53.54823
O 16.16780 -0.00731 54.05627
C 17.42376 0.28147 54.70980
H 18.65908 -0.05467 52.90705
H 19.21274 -0.69108 54.50707
H 17.61104 -2.39118 54.58695
H 17.91450 -2.43698 52.82683
H 15.48513 -1.91789 54.19663
H 15.75418 -1.40041 52.52969
H 17.22785 0.06156 55.75926
H 17.70831 1.33364 54.70138
C 14.69109 -2.39484 50.67282
C 14.56143 -2.92906 52.14448
C 15.73755 -3.84191 52.30396
O 16.60840 -3.55257 51.18848
C 15.96183 -3.03440 50.07024
H 14.81998 -1.31323 50.63250
H 13.92925 -2.74770 49.97770
H 13.66273 -3.48465 52.41234
H 14.63549 -2.15909 52.91245
H 15.52743 -4.91138 52.29093
H 16.27693 -3.82915 53.25107
H 15.79218 -3.92388 49.46349
H 16.52581 -2.44550 49.34690
C 15.77929 -5.30295 54.91650
C 14.33643 -5.51130 54.32814
C 13.51749 -4.38884 54.97354
O 14.44345 -3.35181 55.08133
C 15.74460 -3.83082 55.23973
H 16.62353 -5.55098 54.27319
H 15.65932 -5.90657 55.81614
H 13.90885 -6.50218 54.48126
H 14.35239 -5.20703 53.28159
H 13.07837 -4.59940 55.94871
H 12.65793 -4.13745 54.35221
H 15.98308 -3.68543 56.29334
H 16.39587 -3.41427 54.47132
C 14.58288 3.44979 56.47738
C 15.91639 2.70481 56.43330
C 16.17950 2.65477 57.97636
O 14.86866 2.64151 58.59659
C 13.80644 2.86194 57.62964
H 14.15112 3.34511 55.48202
H 14.76586 4.51010 56.65164
H 16.67050 3.40791 56.07966
H 15.84092 1.69204 56.03743
H 16.70496 3.56098 58.27764
H 16.76030 1.77858 58.26457
H 13.04349 3.41450 58.17799
H 13.30970 1.95680 57.28027
C 12.33860 0.18626 53.82076
C 12.85719 -1.21107 53.78978
C 13.82790 -1.26443 54.91331
O 13.17583 -0.53131 55.91302
C 12.52060 0.62047 55.28287
H 11.28845 0.10864 53.53926
H 12.96197 0.76144 53.13614
H 13.31879 -1.45477 52.83289
H 12.07343 -1.89094 54.12383
H 14.82394 -0.85106 54.75483
H 13.99971 -2.28124 55.26638
H 13.19792 1.46506 55.40942
H 11.55568 0.94373 55.67343
C 9.91074 -0.86501 50.46719
C 10.98078 0.18246 50.95104
C 12.27440 -0.35915 50.40143
O 11.97883 -1.74796 50.06584
C 10.73578 -2.10253 50.68602
H 9.73332 -0.69555 49.40516
H 9.00875 -0.93759 51.07483
H 11.16105 0.40311 52.00314
H 10.78681 1.19831 50.60679
H 13.13506 -0.33028 51.06967
H 12.45661 0.16379 49.46258
H 10.83604 -2.32900 51.74751
H 10.27948 -2.99754 50.26315

- Net charge: 0
- Orbital gap: 8.337 eV

***

So which one is most stable? That would be one, about 313.1 kcal/mol below the next structure.

***

## one
DFT (wB97M-V/def2-TZVPD) results for 2 unconnected molecules or ions with the total composition C2H3BrO2.

Geometry (Å):
C -0.76836 -1.02553 -0.05214
C 1.42904 0.41266 -0.41750
O -1.20246 0.11676 -0.16349
O 0.42574 -1.36286 -0.00337
Br 2.65757 0.64654 0.91948
H -1.52132 -1.89265 0.17876
H 1.81596 0.20020 -1.36585
H 0.37112 0.92310 -0.33627

- Net charge: 0
- Orbital gap: 8.889 eV

***

## two
DFT (wB97M-V/def2-TZVPD) results for 2 unconnected molecules or ions with the total composition C2H3BrO2.

Geometry (Å):
C -0.97473 0.36098 0.21293
C 0.25137 -0.57171 0.25208
O -2.19814 -0.01522 -0.42840
O -2.11091 0.06896 0.94952
Br 1.35745 0.06560 1.76151
H -0.80974 1.93650 -0.08162
H 0.67248 -0.49329 -0.69002
H -0.08666 -1.59023 0.59554

- Net charge: 0
- Orbital gap: 10.748 eV

***

## three
DFT (wB97M-V/def2-TZVPD) results for 2 unconnected molecules or ions with the total composition C2H3BrO2.

Geometry (Å):
C 0.70259 -1.08943 -1.26376
C 0.47013 0.01764 -0.59999
O 0.46984 0.54455 0.68119
O 0.12171 1.27873 -0.55211
H 0.52537 -1.08755 -2.41335
H 0.98710 -1.87745 -0.51772
Br -2.32751 1.03099 2.45972
H -0.94923 1.18251 2.20602

- Net charge: 0
- SMILES: C=C1OO1.Br
- Orbital gap: 10.865 eV

***

So which one is most stable? That would be one, about 54.0 kcal/mol below the next structure.